# 1
The following is a DFT calculation (ωB97M-V/def2-TZVPD) of the ion C4H8N with charge +1 in a non-equilibrium geometry.

Charge: +1
Calculated total energy: -5759.0290 eV
Gap between HOMO and LUMO: 8.88 eV
HOMO: -14.8 eV
SMILES string: C=[NH+]C(=C)C
Energy above the lowest of the compared OMol25 structures with the same formula, charge and spin: 80.6 kJ/mol

Geometry as XYZ:
```
13
C4H8N, DFT ωB97M-V/def2-TZVPD
N -0.9865 0.0068 0.1592
C -1.4095 0.6313 1.1855
C 0.3469 -0.2091 -0.3636
C 1.5246 -0.0123 0.5292
C 0.4260 -0.5179 -1.6577
H 1.3960 -0.7374 -2.0642
H -0.5357 -0.4567 -2.1528
H -1.7041 -0.2819 -0.5106
H -2.2359 1.3391 1.2673
H 1.5085 0.9733 1.0285
H 2.4181 -0.0395 -0.0847
H -0.7385 0.6674 2.0613
H 1.6546 -0.6821 1.3816
```

# 2
The following is a DFT calculation (ωB97M-V/def2-TZVPD) of the ion C4H8N with charge +1.

Charge: +1
Calculated total energy: -5757.3532 eV
Gap between HOMO and LUMO: 7.77 eV
HOMO: -16.1 eV
Energy above the lowest of the compared OMol25 structures with the same formula, charge and spin: 242.3 kJ/mol

Geometry as XYZ:
```
13
C4H8N, DFT ωB97M-V/def2-TZVPD
N 0.4800 0.4416 0.7794
C -0.0947 -0.7121 -1.2074
C 1.8778 0.3313 0.5869
C -1.8873 0.2054 0.2894
C -0.4332 -0.0138 -0.0567
H 0.9184 -0.9357 -1.5000
H -0.8734 -1.0688 -1.8631
H 2.3156 1.3138 0.7974
H 2.2183 -0.3025 1.4110
H -2.4591 0.4543 -0.5991
H -1.9691 1.0209 1.0035
H -2.3120 -0.6980 0.7347
H 2.2188 -0.0364 -0.3758
```

# 3
The following is a DFT calculation (ωB97M-V/def2-TZVPD) of the ion C4H8N with charge +1 in a non-equilibrium geometry.

Charge: +1
Calculated total energy: -5756.1533 eV
Gap between HOMO and LUMO: 9.61 eV
HOMO: -14.5 eV
Energy above the lowest of the compared OMol25 structures with the same formula, charge and spin: 358.0 kJ/mol

Geometry as XYZ:
```
13
C4H8N, DFT ωB97M-V/def2-TZVPD
N 0.4643 0.5735 0.3963
C 0.7923 -0.9190 0.4089
C -1.3352 -0.7430 -0.1232
C 1.4205 -0.0640 -0.5866
C -0.9656 0.7133 0.0017
H 2.3848 0.3650 -0.6135
H 1.0828 -0.0260 -1.7039
H 0.8192 -1.5006 1.3384
H -0.8868 1.5090 -0.7891
H 0.8418 1.2835 0.9931
H -1.5997 -1.2243 -0.9952
H -1.3858 1.2314 0.8676
H -1.6325 -1.1989 0.8055
```

# 4
The following is a DFT calculation (ωB97M-V/def2-TZVPD) of a cluster of 2 separate species, C4H8N in total in a non-equilibrium geometry.

Charge: +1
Calculated total energy: -5753.4138 eV
Gap between HOMO and LUMO (spin up / spin down): 11.49 / 7.31 eV
HOMO (spin up / spin down): -15.3 / -14.9 eV
Energy above the lowest of the compared OMol25 structures with the same formula, charge and spin: 622.4 kJ/mol

Geometry as XYZ:
```
13
C4H8N, DFT ωB97M-V/def2-TZVPD
N 0.1472 0.4014 -0.0188
C 0.1229 -0.9502 -0.0448
C -0.4576 1.5806 -0.4664
C 0.0533 -0.2983 1.2874
C -0.0901 -1.9577 -0.9402
H -0.4514 1.3951 -1.6273
H 2.5604 1.4647 0.6354
H -0.0331 2.5408 -0.0439
H -0.1394 -1.9423 -1.9669
H 0.8606 -0.3401 1.8893
H -0.9295 -0.4599 1.8523
H -0.1428 -2.9227 -0.6347
H -1.5005 1.4888 0.0785
```

# 5
The following is a DFT calculation (ωB97M-V/def2-TZVPD) of a structure of composition C4H8N in a non-equilibrium geometry.

Charge: +1
Calculated total energy: -5754.8640 eV
Gap between HOMO and LUMO (spin up / spin down): 9.03 / 9.04 eV
HOMO (spin up / spin down): -16.1 / -16.1 eV
Energy above the lowest of the compared OMol25 structures with the same formula, charge and spin: 482.4 kJ/mol

Geometry as XYZ:
```
13
C4H8N, DFT ωB97M-V/def2-TZVPD
N 0.6931 0.8978 -0.8825
C 1.7208 -0.7207 0.7943
C 1.5165 0.2152 -0.3148
C -1.5199 0.2729 -0.9239
C -2.4154 0.2745 0.0198
H -2.3694 0.5346 1.0697
H 2.5306 -0.4776 1.4534
H -3.4329 -0.1750 -0.1377
H -0.5074 0.8218 -0.7981
H 2.4664 0.6486 -0.4563
H 0.8120 -0.5324 1.4802
H 1.9014 -1.7493 0.6208
H -1.3958 -0.0102 -1.9249
```

# 6
The following is a DFT calculation (ωB97M-V/def2-TZVPD) of the ion C4H8N with charge +2 in a non-equilibrium geometry.

2S+1: 2
Charge: +2
Calculated total energy: -5743.7188 eV
Gap between HOMO and LUMO (spin up / spin down): 7.76 / 9.68 eV
HOMO (spin up / spin down): -20.5 / -22.8 eV
Energy above the lowest of the compared OMol25 structures with the same formula, charge and spin: 159.2 kJ/mol

Geometry as XYZ:
```
13
C4H8N, DFT ωB97M-V/def2-TZVPD
N -0.8501 -1.0114 -0.0218
C 1.8620 1.2369 -0.1044
C -1.9955 -1.5202 -0.3842
C -0.5544 0.4048 0.0386
C 0.6230 0.8360 0.6049
H 1.7135 2.0789 -0.7932
H -1.3149 0.8413 -0.6087
H 2.5970 1.4998 0.6656
H -0.2774 -1.5529 0.6395
H -2.3304 -2.3547 0.2424
H 2.2397 0.3149 -0.5933
H 0.8039 0.4375 1.6173
H -2.5164 -1.2108 -1.3028
```